(1)
Here is 4 unconnected molecules or ions with the total composition C3H16N2O3 at a distorted geometry from OMol25. Energies are from ωB97M-V/def2-TZVPD.

Last columns: bonded neighbours and bond lengths (Å).
CARTESIAN COORDINATES (ANGSTROEM)
1 C -0.532 0.554 -1.441  C2 1.534, N5 1.449, H6 1.089, H7 1.093
2 C 0.665 0.140 -0.575  C1 1.534, C3 1.582, H8 1.085, H9 1.100
3 C 2.011 0.648 -1.234  C2 1.582, N4 1.439, H10 1.099, H11 1.077
4 N 3.046 0.776 -0.243  C3 1.439, H12 1.020, H13 1.020
5 N -1.617 0.846 -0.527  C1 1.449, H14 1.012, H15 1.013
6 H -0.360 1.465 -2.013  C1 1.089
7 H -0.928 -0.132 -2.194  C1 1.093
8 H 0.556 0.492 0.445  C2 1.085
9 H 0.782 -0.949 -0.462  C2 1.100
10 H 1.915 1.500 -1.920  C3 1.099
11 H 2.328 -0.131 -1.907  C3 1.077
12 H 2.940 1.538 0.427  N4 1.020
13 H 3.208 -0.109 0.238  N4 1.020
14 H -2.498 0.385 -0.719  N5 1.012
15 H -1.895 1.791 -0.292  N5 1.013
16 H -1.579 -0.694 1.447  O18 0.968
17 H -2.904 -1.080 2.048  O18 0.963
18 O -1.976 -0.977 2.282  H16 0.968, H17 0.963
19 H -0.417 -2.305 -0.667  O21 0.963
20 H 0.342 -3.620 -0.915  O21 0.958
21 O -0.528 -3.258 -0.744  H19 0.963, H20 0.958
22 H -0.755 0.269 3.194  O24 0.970
23 H -1.299 1.669 2.790  O24 0.952
24 O -0.505 1.181 2.981  H22 0.970, H23 0.952

DFT total energy: -12483.6665 eV
spin multiplicity: 2
total charge: +1
HOMO energy (alpha / beta): -0.513 / -0.498 Eh
LUMO level (alpha / beta): -0.119 / -0.323 Ha
Kohn-Sham gap (alpha / beta): 10.72 / 4.77 eV

These are the Mulliken partial charges, in e, on atoms 1 to 2: C -0.5475; C -0.2152

(2)
Here is 5 unconnected molecules or ions with the total composition C3H16N2O4 at a distorted geometry from OMol25. Energies are from ωB97M-V/def2-TZVPD.

Last columns: bonded neighbours and bond lengths (Å).
CARTESIAN COORDINATES (ANGSTROEM)
1 C -2.343 -2.718 -0.548  C2 1.489, H6 1.099, H7 1.083, H8 1.101
2 C -2.024 -1.375 0.011  C1 1.489, C3 1.343, N5 1.433
3 C -1.100 -0.599 -0.579  C2 1.343, N4 1.396, H9 1.066
4 N -0.820 0.719 -0.213  C3 1.396, H10 0.999, H11 1.017
5 N -2.742 -0.863 1.140  C2 1.433, H12 1.012, H13 1.015
6 H -3.414 -2.962 -0.524  C1 1.099
7 H -2.100 -2.879 -1.591  C1 1.083
8 H -1.876 -3.587 -0.059  C1 1.101
9 H -0.679 -1.029 -1.459  C3 1.066
10 H -0.951 0.834 0.770  N4 0.999
11 H 0.151 0.978 -0.374  N4 1.017
12 H -2.913 -1.571 1.842  N5 1.012
13 H -3.670 -0.579 0.841  N5 1.015
14 H 1.485 2.535 -1.325  O16 0.964
15 H 2.002 2.593 -2.785  O16 0.966
16 O 1.775 1.991 -2.065  H14 0.964, H15 0.966
17 H 3.229 -0.095 2.209  O19 0.961
18 H 3.649 0.327 0.791  O19 0.963
19 O 3.002 0.493 1.485  H17 0.961, H18 0.963
20 H 2.355 0.032 -1.647  O22 0.968
21 H 2.061 -1.475 -1.764  O22 0.964
22 O 2.691 -0.793 -2.023  H20 0.968, H21 0.964
23 H 0.532 2.236 1.937  O25 0.967
24 H 0.190 1.842 3.323  O25 0.966
25 O -0.213 2.263 2.553  H23 0.967, H24 0.966

SMILES string: C/C(N)=C/N.O.O.O.O
DFT total energy: -14540.1592 eV
HOMO energy: -0.282 Eh
LUMO level: 0.012 Ha
Kohn-Sham gap: 7.99 eV

These are the Mulliken partial charges, in e, on atoms 1 to 2: C -1.2886; C 0.5563

(3)
Here is 5 unconnected molecules or ions with the total composition C3H16O5 at a distorted geometry from OMol25. Energies are from ωB97M-V/def2-TZVPD.

Last columns: bonded neighbours and bond lengths (Å).
CARTESIAN COORDINATES (ANGSTROEM)
1 C -0.731 -0.538 1.689  O2 1.429, C3 1.587, H5 1.123, H6 1.035
2 O -0.742 -1.648 0.788  C1 1.429, H7 1.025
3 C -0.329 0.764 0.876  C1 1.587, C4 1.586, H8 1.139, H9 1.097
4 C -0.915 2.116 1.460  C3 1.586, H10 1.078, H11 1.096, H12 1.143
5 H -1.805 -0.457 2.007  C1 1.123
6 H 0.049 -0.681 2.354  C1 1.035
7 H -0.992 -2.557 1.191  O2 1.025
8 H 0.767 0.769 0.566  C3 1.139
9 H -0.832 0.758 -0.099  C3 1.097
10 H -0.546 2.551 2.375  C4 1.078
11 H -0.921 2.897 0.690  C4 1.096
12 H -2.024 1.902 1.635  C4 1.143
13 H 1.249 -1.787 0.715  O15 1.052
14 H 2.775 -1.119 0.232  O15 0.974
15 O 2.037 -1.719 0.021  H13 1.052, H14 0.974
16 H 3.020 1.473 -2.576  O18 0.977
17 H 1.906 0.735 -2.005  O18 1.014
18 O 2.488 1.527 -1.759  H16 0.977, H17 1.014
19 H 0.114 -0.134 -1.705  O21 0.967
20 H 1.226 -1.172 -1.390  O21 0.969
21 O 0.910 -0.551 -2.063  H19 0.967, H20 0.969
22 H -1.855 -1.611 -1.243  O24 1.004
23 H -2.866 -0.665 -1.868  O24 0.904
24 O -1.982 -0.852 -1.888  H22 1.004, H23 0.904

SMILES string: CCCO.O.O.O.O
DFT total energy: -13606.9345 eV
HOMO energy: -0.374 Eh
LUMO level: 0.006 Ha
Kohn-Sham gap: 10.35 eV

These are the Mulliken partial charges, in e, on atoms 1 to 2: C -0.4900; O -0.5193

(4)
Here is 4 unconnected molecules or ions with the total composition C3H17N2O3 at a distorted geometry from OMol25. Energies are from ωB97M-V/def2-TZVPD.

Last columns: bonded neighbours and bond lengths (Å).
CARTESIAN COORDINATES (ANGSTROEM)
1 C 1.970 0.822 0.589  C2 1.646, N5 1.489, H6 1.094, H7 1.118
2 C 1.711 0.054 -0.843  C1 1.646, C3 1.566, H8 1.085, H9 1.099
3 C 1.890 -1.490 -0.653  C2 1.566, N4 1.468, H10 1.120, H11 1.052
4 N 0.691 -1.951 0.057  C3 1.468, H12 1.124, H14 1.096
5 N 1.031 0.192 1.558  C1 1.489, H13 1.060, H15 1.038, H16 1.060
6 H 2.018 1.904 0.433  C1 1.094
7 H 2.939 0.409 0.960  C1 1.118
8 H 0.768 0.354 -1.287  C2 1.085
9 H 2.516 0.293 -1.553  C2 1.099
10 H 1.980 -1.883 -1.698  C3 1.120
11 H 2.801 -1.613 -0.142  C3 1.052
12 H -0.212 -1.867 -0.607  N4 1.124
13 H 0.845 -0.803 1.245  N5 1.060
14 H 0.745 -3.026 0.265  N4 1.096
15 H 0.137 0.700 1.698  N5 1.038
16 H 1.432 0.175 2.539  N5 1.060
17 H -4.487 2.017 0.425  O19 0.996
18 H -4.360 0.501 0.728  O19 0.999
19 O -3.924 1.375 0.938  H17 0.996, H18 0.999
20 H -0.729 2.975 0.423  O22 0.958
21 H -1.628 2.057 -0.303  O22 0.995
22 O -0.743 2.057 0.150  H20 0.958, H21 0.995
23 H -2.579 -0.313 -2.027  O25 1.020
24 H -2.692 -1.862 -1.361  O25 0.984
25 O -2.120 -1.080 -1.535  H23 1.020, H24 0.984

DFT total energy: -12505.2691 eV
spin multiplicity: 2
HOMO energy (alpha / beta): -0.083 / -0.378 Eh
LUMO level (alpha / beta): 0.015 / 0.022 Ha
Kohn-Sham gap (alpha / beta): 2.69 / 10.88 eV

These are the Mulliken partial charges, in e, on atoms 1 to 2: C -1.0214; C -0.7973